This record from OMol25 describes a cluster of 21 separate species, C31H39Cl60OP in total at a distorted geometry. The level of theory is the ωB97M-V functional and the def2-TZVPD basis.

Positions of all 132 atoms, in Å:
C 4.058 -6.297 -3.423
O 2.671 -5.907 -3.121
C 2.812 -4.529 -2.606
P 1.190 -3.532 -2.673
C -0.369 -2.433 -2.669
C -1.669 -3.174 -3.319
C -2.639 -3.543 -2.095
C -4.052 -4.150 -2.523
C -4.594 -5.349 -1.663
C -5.998 -5.960 -2.014
C -6.832 -5.360 -3.188
C -6.304 -4.181 -4.079
C -4.900 -3.584 -3.719
H 4.767 -5.718 -2.715
H 4.347 -5.933 -4.485
H 4.235 -7.415 -3.291
H 3.546 -4.013 -3.343
H 3.269 -4.614 -1.559
H 0.821 -4.205 -3.892
H 0.766 -4.060 -1.388
H 2.003 -2.328 -2.753
H -0.566 -2.112 -1.581
H -0.135 -1.463 -3.246
H -1.367 -4.052 -3.981
H -2.210 -2.355 -3.928
H -2.130 -4.194 -1.295
H -2.873 -2.542 -1.558
H -3.993 -5.777 -0.785
H -6.440 -6.826 -1.424
H -7.857 -5.826 -3.400
H -6.909 -3.766 -4.946
H -4.483 -2.701 -4.324
C 7.169 -8.846 -3.658
Cl 6.751 -7.988 -5.149
Cl 7.000 -7.778 -2.257
Cl 6.160 -10.287 -3.467
H 8.208 -9.161 -3.725
C 6.242 -1.770 -3.693
Cl 6.023 -0.968 -2.131
Cl 6.531 -3.501 -3.469
Cl 4.834 -1.503 -4.733
H 7.115 -1.338 -4.181
C -1.646 -2.483 1.517
Cl -1.131 -2.198 3.185
Cl -0.945 -3.986 0.900
Cl -3.411 -2.529 1.410
H -1.286 -1.660 0.902
C -2.212 -5.473 -6.972
Cl -0.824 -6.310 -6.259
Cl -3.636 -5.637 -5.937
Cl -1.834 -3.765 -7.244
H -2.431 -5.932 -7.933
C -1.674 1.319 -4.212
Cl -2.419 2.799 -3.593
Cl -0.055 1.110 -3.529
Cl -2.694 -0.086 -3.854
H -1.580 1.409 -5.293
C -0.785 6.264 -2.309
Cl -0.277 6.557 -0.638
Cl -0.051 4.778 -2.926
Cl -2.553 6.174 -2.424
H -0.445 7.096 -2.922
C -0.298 -7.720 3.015
Cl 1.363 -8.322 2.931
Cl -0.314 -5.972 3.285
Cl -1.183 -8.129 1.538
H -0.794 -8.201 3.856
C -3.401 9.026 1.089
Cl -3.170 8.039 -0.360
Cl -1.862 9.257 1.932
Cl -4.124 10.587 0.672
H -4.082 8.502 1.757
C -2.062 -2.333 7.165
Cl -1.422 -3.377 8.440
Cl -0.837 -1.168 6.614
Cl -2.640 -3.303 5.805
H -2.902 -1.777 7.571
C -0.693 1.957 -8.643
Cl -0.987 2.761 -7.093
Cl -0.322 0.244 -8.395
Cl -2.088 2.142 -9.714
H 0.167 2.430 -9.116
C 4.063 6.248 -3.005
Cl 4.818 5.107 -1.882
Cl 3.685 5.452 -4.540
Cl 2.603 6.948 -2.291
H 4.769 7.053 -3.201
C -5.382 -3.506 9.686
Cl -4.035 -4.428 10.369
Cl -4.840 -1.914 9.133
Cl -6.138 -4.402 8.361
H -6.125 -3.357 10.467
C 1.396 3.261 -12.044
Cl 1.104 4.067 -10.495
Cl 1.765 1.549 -11.791
Cl 0.000 3.446 -13.114
H 2.256 3.730 -12.517
C -3.797 2.035 7.479
Cl -3.020 0.885 8.577
Cl -4.218 1.247 5.953
Cl -5.235 2.741 8.232
H -3.092 2.837 7.269
C 7.752 -2.271 -7.000
Cl 8.891 -3.571 -6.622
Cl 8.260 -0.757 -6.234
Cl 7.604 -2.062 -8.750
H 6.775 -2.545 -6.604
C 1.937 10.002 3.066
Cl 2.593 8.971 4.345
Cl 3.132 11.205 2.561
Cl 1.417 9.025 1.686
H 1.068 10.527 3.461
C 4.650 8.827 7.863
Cl 6.049 8.026 8.591
Cl 3.218 8.627 8.884
Cl 4.986 10.543 7.593
H 4.451 8.362 6.899
C -4.753 5.364 11.062
Cl -3.015 5.088 10.880
Cl -5.248 5.126 12.744
Cl -5.186 6.989 10.511
H -5.281 4.641 10.444
C -0.669 10.006 7.962
Cl 0.193 10.491 6.494
Cl -1.714 11.315 8.531
Cl -1.612 8.538 7.673
H 0.067 9.794 8.736
C 2.732 -2.013 9.507
Cl 2.487 -1.185 11.052
Cl 3.104 -3.723 9.770
Cl 1.306 -1.838 8.474
H 3.580 -1.552 9.003

Multiplicity = 1
HOMO = -7.988 eV
Energy = -29232.289114 a.u.

Mulliken population analysis, charges in e, atoms 1 to 99: C -0.3233; O -0.3972; C -0.3310; P 0.4080; C 0.2557; C 0.3837; C 0.1911; C 0.4517; C -0.5095; C -0.5132; C -0.3434; C -0.5197; C -0.1713; H 0.1769; H 0.2474; H 0.1592; H 0.0172; H 0.2958; H -0.0648; H -0.0952; H -0.0530; H -0.0639; H -0.2167; H -0.1356; H -0.2389; H -0.0637; H 0.1671; H 0.2870; H 0.3198; H 0.2868; H 0.3301; H 0.1514; C -0.0471; Cl -0.0985; Cl -0.0970; Cl -0.1177; H 0.3467; C 0.2725; Cl -0.1422; Cl -0.0277; Cl -0.0975; H -0.0244; C 0.0339; Cl -0.0329; Cl -0.0769; Cl -0.1615; H 0.2507; C -0.1728; Cl -0.1096; Cl -0.0442; Cl -0.0883; H 0.3990; C 0.6837; Cl -0.0769; Cl -0.1922; Cl -0.0937; H -0.3841; C -0.0726; Cl -0.0669; Cl -0.0082; Cl -0.1956; H 0.3601; C -0.0110; Cl -0.1290; Cl -0.0522; Cl -0.1152; H 0.3072; C -0.0704; Cl -0.0419; Cl -0.0751; Cl -0.1319; H 0.3116; C 0.7661; Cl -0.0975; Cl -0.1671; Cl -0.1011; H -0.4020; C 0.4535; Cl -0.1042; Cl -0.1092; Cl -0.1056; H -0.1662; C -0.0350; Cl -0.1220; Cl -0.1085; Cl -0.0599; H 0.3303; C -0.0764; Cl -0.1056; Cl -0.0537; Cl -0.1186; H 0.3556; C 0.0196; Cl -0.1097; Cl -0.1039; Cl -0.1017; H 0.3300; C 0.0182; Cl -0.0998

=====

This record from OMol25 describes a structure of composition C3H15NO3S at a distorted geometry. The level of theory is the ωB97M-V functional and the def2-TZVPD basis.

Positions of all 23 atoms, in Å:
C -0.142 -0.238 -1.767
C -0.325 -1.363 -0.602
C -1.298 -0.987 0.451
S -2.158 0.635 0.108
N 0.916 -0.493 -2.646
H -1.101 -0.164 -2.363
H -0.005 0.847 -1.227
H 0.758 -1.448 -0.219
H -0.604 -2.387 -1.038
H -2.036 -1.828 0.489
H -0.788 -0.863 1.527
H 0.149 3.113 0.390
H 0.857 -1.189 -3.516
H 1.902 -0.420 -2.159
H 0.268 3.153 -0.397
H -1.239 1.207 2.135
O -0.573 1.076 2.887
H 2.261 -0.247 0.485
H 2.520 -0.001 2.173
O 1.777 -0.307 1.573
H 3.615 0.649 -0.430
H 0.020 0.710 2.259
O 2.810 0.190 -0.687

Multiplicity = 1
HOMO = -8.496 eV
Energy = -801.644788 a.u.

List of natural (NBO) charges in e, atom by atom: C -0.2167; C -0.4190; C -0.6119; S 0.2745; N -0.6606; H 0.2196; H 0.2933; H 0.2963; H 0.2271; H 0.2868; H 0.3035; H 0.0201; H 0.4159; H 0.4886; H -0.0198; H 0.4411; O -0.9395; H 0.5023; H 0.4639; O -1.1168; H 0.4598; H 0.4816; O -1.1901

=====

This record from OMol25 describes a structure of composition C4H8N2O at a distorted geometry. The level of theory is the ωB97M-V functional and the def2-TZVPD basis.

Positions of all 15 atoms, in Å:
C -1.081 -0.530 0.080
N -1.575 -1.809 0.131
N -1.334 0.405 0.902
C -0.069 -0.297 -0.979
C 1.072 0.585 -0.699
C 2.370 0.685 -0.513
O 0.087 1.029 -1.503
H -2.326 -2.003 0.773
H -1.510 -2.414 -0.669
H -0.065 1.682 1.585
H -1.991 0.169 1.640
H -0.009 -1.060 -1.753
H 0.643 2.051 1.781
H 2.896 -0.064 0.050
H 2.893 1.572 -0.825

Multiplicity = 1
HOMO = -9.217 eV
Energy = -341.836233 a.u.

List of natural (NBO) charges in e, atom by atom: C 0.4163; N -0.8139; N -0.6982; C -0.0392; C 0.3427; C -0.5030; O -0.4243; H 0.3937; H 0.3908; H 0.0438; H 0.3418; H 0.1881; H -0.0781; H 0.2212; H 0.2181

=====

This record from OMol25 describes a structure of composition C2H4Li2O2 at a distorted geometry. The level of theory is the ωB97M-V functional and the def2-TZVPD basis.

Positions of all 10 atoms, in Å:
O 1.065 2.401 0.209
C 0.641 -1.019 0.541
C -0.227 -1.086 -0.505
O -1.053 -0.121 -0.896
H 1.320 2.451 1.129
H 0.444 -0.309 1.353
H 1.384 -1.806 0.674
H -0.493 -2.081 -0.898
Li -2.905 -0.045 -0.829
Li -0.177 1.614 -0.777

Multiplicity = 1
HOMO = -7.146 eV
Energy = -244.151188 a.u.

List of natural (NBO) charges in e, atom by atom: O -1.3966; C -0.5446; C 0.1413; O -1.0905; H 0.4393; H 0.2091; H 0.2000; H 0.1306; Li 0.9732; Li 0.9381

=====

This record from OMol25 describes a structure of composition C3H4O3Rb at a distorted geometry. The level of theory is the ωB97M-V functional and the def2-TZVPD basis.

Positions of all 11 atoms, in Å:
O 0.221 1.679 -0.387
C 1.221 0.715 -0.488
O 1.105 -0.281 0.269
O 2.095 0.956 -1.316
C -1.021 1.265 0.046
H -1.229 1.463 1.104
C -1.983 0.911 -0.830
H -1.736 0.747 -1.882
H -2.969 0.624 -0.459
Rb -0.413 -2.232 1.440
H -3.184 2.777 -2.282

Multiplicity = 1
Net charge = -1
HOMO (alpha / beta) = -0.986 / -0.989 eV
Energy = -366.420941 a.u.

List of natural (NBO) charges in e, atom by atom: O -0.5684; C 0.9694; O -0.9318; O -0.7269; C 0.0640; H 0.1394; C -0.4251; H 0.2296; H 0.1904; Rb 0.8266; H -0.7673

=====

This record from OMol25 describes a cluster of 7 separate species, C30H84N7O9 in total at a distorted geometry. The level of theory is the ωB97M-V functional and the def2-TZVPD basis.

Positions of all 130 atoms, in Å:
C 2.296 3.241 -4.533
N 1.174 2.259 -4.749
C 0.285 2.853 -5.791
C 1.755 0.988 -5.305
C 0.415 1.899 -3.476
C -0.502 2.946 -2.945
O 0.328 3.975 -2.400
H 2.835 3.398 -5.461
H 2.947 2.853 -3.752
H 1.841 4.158 -4.172
H 0.824 3.178 -6.681
H -0.143 3.769 -5.387
H -0.475 2.147 -6.117
H 0.920 0.383 -5.647
H 2.309 0.493 -4.508
H 2.441 1.223 -6.114
H 1.175 1.645 -2.734
H -0.012 0.917 -3.683
H -1.072 2.553 -2.096
H -1.236 3.303 -3.672
H -0.239 4.631 -1.980
C -3.551 -1.321 -1.154
N -4.480 -0.384 -0.439
C -4.004 1.034 -0.649
C -5.838 -0.622 -1.048
C -4.525 -0.800 1.021
C -5.374 0.102 1.913
O -4.789 1.383 2.090
H -3.674 -1.213 -2.230
H -3.750 -2.341 -0.834
H -2.516 -1.102 -0.907
H -4.830 1.671 -0.351
H -3.864 1.090 -1.728
H -3.066 1.151 -0.118
H -5.827 -0.141 -2.025
H -6.565 -0.121 -0.416
H -6.090 -1.671 -1.164
H -3.502 -0.736 1.391
H -4.978 -1.789 1.026
H -5.530 -0.372 2.883
H -6.381 0.221 1.500
H -4.908 1.716 2.984
C 5.047 3.077 0.989
N 5.866 1.852 0.670
C 7.212 2.233 0.080
C 6.090 1.071 1.956
C 5.236 0.901 -0.357
C 3.902 0.274 -0.003
O 2.922 1.251 0.294
H 4.242 2.701 1.610
H 4.645 3.429 0.044
H 5.665 3.802 1.507
H 7.015 2.608 -0.921
H 7.876 1.377 0.108
H 7.574 3.064 0.680
H 6.697 0.210 1.676
H 5.115 0.785 2.325
H 6.719 1.682 2.598
H 6.004 0.157 -0.551
H 5.117 1.548 -1.227
H 4.031 -0.454 0.806
H 3.558 -0.326 -0.852
H 2.023 0.883 0.193
C -0.862 -5.416 2.321
N -1.312 -4.519 3.456
C -2.785 -4.810 3.663
C -0.542 -4.967 4.670
C -1.026 -3.105 3.024
C -1.110 -2.081 4.118
O -2.412 -2.044 4.664
H -1.256 -4.980 1.404
H -1.374 -6.366 2.458
H 0.216 -5.525 2.322
H -3.187 -4.035 4.308
H -2.840 -5.776 4.156
H -3.267 -4.830 2.691
H -0.751 -4.286 5.493
H 0.520 -4.848 4.460
H -0.808 -5.984 4.933
H -1.789 -2.875 2.277
H -0.095 -3.037 2.464
H -0.848 -1.119 3.650
H -0.316 -2.134 4.874
H -2.500 -1.246 5.196
C -2.348 3.270 2.363
N -1.120 4.012 2.799
C -0.074 2.994 3.160
C -0.621 4.843 1.668
C -1.392 4.882 4.021
C -2.624 5.762 3.879
O -2.759 6.413 5.140
H -2.657 2.617 3.175
H -2.002 2.636 1.546
H -3.186 3.877 2.040
H -0.384 2.468 4.058
H 0.855 3.546 3.245
H -0.058 2.256 2.356
H 0.356 5.257 1.903
H -1.338 5.598 1.361
H -0.486 4.150 0.833
H -0.517 5.494 4.232
H -1.544 4.185 4.845
H -3.564 5.216 3.780
H -2.497 6.537 3.120
H -2.893 7.360 5.041
C -0.241 -3.639 -3.279
N 0.831 -4.612 -2.891
C 0.992 -4.656 -1.408
C 0.383 -5.966 -3.381
C 2.133 -4.317 -3.593
C 2.772 -2.982 -3.240
O 3.916 -2.950 -4.067
H -1.164 -3.923 -2.785
H -0.271 -3.582 -4.363
H 0.057 -2.662 -2.895
H 1.783 -5.358 -1.155
H 0.031 -4.906 -0.969
H 1.304 -3.683 -1.032
H 0.173 -5.879 -4.445
H -0.585 -6.197 -2.934
H 1.096 -6.740 -3.119
H 1.964 -4.432 -4.659
H 2.809 -5.086 -3.217
H 3.022 -2.908 -2.177
H 2.133 -2.119 -3.471
H 4.309 -2.072 -4.063
N -0.173 -0.375 -0.071
O 0.516 -1.267 -0.590
O 0.010 0.846 -0.394
O -0.982 -0.612 0.869

Multiplicity = 1
Net charge = +5
HOMO = -19.810 eV
Energy = -2251.883892 a.u.

Mulliken population analysis, charges in e, atoms 1 to 99: C -0.7889; N 0.1230; C -0.8905; C -0.9895; C -0.6296; C -0.1118; O -0.5808; H 0.4003; H 0.2933; H 0.3855; H 0.3811; H 0.4334; H 0.3675; H 0.4128; H 0.3754; H 0.3886; H 0.3445; H 0.3590; H -0.1635; H 0.6005; H 0.3011; C -0.6296; N 0.1822; C -0.7383; C -0.8281; C -0.2418; C -0.8018; O -0.4248; H 0.3976; H 0.3807; H -0.0894; H 0.4522; H 0.4660; H 0.0233; H 0.4131; H 0.3549; H 0.3625; H 0.1333; H 0.3786; H 0.5469; H 0.2498; H 0.3385; C -0.9093; N -0.1579; C -0.8002; C -0.8068; C -0.8382; C 0.1491; O -0.3317; H 0.3844; H 0.3457; H 0.4299; H 0.3986; H 0.4006; H 0.3822; H 0.3858; H 0.3082; H 0.4024; H 0.3630; H 0.3734; H 0.4044; H 0.0128; H -0.0097; C -0.9949; N 0.0770; C -0.8082; C -0.8423; C -0.3325; C -0.6097; O -0.5218; H 0.4043; H 0.4140; H 0.3999; H 0.2963; H 0.3995; H 0.3752; H 0.3500; H 0.3906; H 0.4245; H 0.1825; H 0.3832; H 0.1288; H 0.5835; H 0.3154; C -1.2932; N 0.3834; C -0.7929; C -0.8906; C -0.3984; C -0.4420; O -0.5247; H 0.4298; H 0.3243; H 0.4692; H 0.3463; H 0.4379; H 0.2280; H 0.3704; H 0.3345

=====

This record from OMol25 describes the ion C5H6N with charge +1 at a distorted geometry. The level of theory is the ωB97M-V functional and the def2-TZVPD basis.

Positions of all 12 atoms, in Å:
C -0.615 -0.500 0.924
C -0.438 1.706 0.263
C 0.427 -0.333 -0.137
C -1.136 0.750 1.196
C 1.051 -1.148 -1.116
N 0.459 1.071 -0.394
H -0.763 -1.481 1.231
H -0.817 2.714 0.292
H -1.875 0.985 1.846
H 2.222 -1.085 -0.850
H 0.922 -0.545 -2.116
H 0.563 -2.134 -1.140

Multiplicity = 1
Net charge = +1
HOMO (alpha / beta) = -15.449 / -15.451 eV
Energy = -248.474021 a.u.

List of natural (NBO) charges in e, atom by atom: C -0.3114; C 0.2426; C 0.6214; C -0.0411; C -0.7540; N -0.4937; H 0.2584; H 0.2478; H 0.2415; H 0.3651; H 0.3401; H 0.2833

=====

This record from OMol25 describes a cluster of 2 separate species, CH2N3O3 in total at a distorted geometry. The level of theory is the ωB97M-V functional and the def2-TZVPD basis.

Positions of all 9 atoms, in Å:
C 1.738 0.434 0.322
N -2.309 -0.563 -0.021
N 0.499 -1.512 0.313
N -1.237 -0.242 -0.445
O -0.823 0.812 -0.946
O 2.483 1.240 -0.187
O 1.382 -0.704 -0.311
H 1.243 0.339 1.365
H -2.977 0.196 -0.090

Multiplicity = 1
Net charge = -1
HOMO (alpha / beta) = -3.645 / -3.630 eV
Energy = -429.108355 a.u.

List of natural (NBO) charges in e, atom by atom: C 0.6567; N -0.5077; N -0.2191; N 0.2717; O -0.5674; O -0.5942; O -0.3972; H 0.1066; H 0.2505

=====

Question: What is the formula in the third record?
Answer: C4H8N2O

=====

Question: What is the formula in the seventh record?
Answer: C5H6N